# C2H5P

2 unconnected molecules or ions with the total composition C2H5P (ωB97M-V/def2-TZVPD, the OMol25 dataset).

Positions of all 8 atoms, in Å:
C 0.1417 -0.7834 0.4525
H -2.8111 1.9160 0.2634
C 0.7632 0.2367 -0.4582
H 0.5111 -1.8012 0.4068
P -0.9472 -0.2364 -0.9163
H -0.1302 -0.4767 1.4545
H 1.5502 -0.0924 -1.1268
H 0.9223 1.2373 -0.0759

Calculated values
Orbital gap (spin up / spin down) (eV): 9.42 / 8.06
Strongest force on any atom (eV/Å): 0.34
Electronic energy (Eh): -420.3815
Lowest unoccupied orbital energy (spin up / spin down) (Eh): -0.0233 / -0.0061

# C2H5PS

2 unconnected molecules or ions with the total composition C2H5PS in a non-equilibrium geometry (ωB97M-V/def2-TZVPD, the OMol25 dataset).

Positions of all 9 atoms, in Å:
H 0.7080 -0.9400 -0.7485
H 2.5296 -0.6788 -0.7555
P -2.0944 1.8836 0.1835
C -1.4107 0.4008 0.1482
S 1.1720 0.6720 0.7860
H -1.1010 -0.5621 0.5246
H -3.2088 1.6847 -0.6064
H 1.7920 -1.5886 0.6056
C 1.6134 -0.8716 -0.1374

Calculated values
Orbital gap (eV): 6.90
Strongest force on any atom (eV/Å): 2.78
Electronic energy (Eh): -818.5564
Lowest unoccupied orbital energy (Eh): -0.0527

# C2H5PS

A single C2H5PS molecule in a non-equilibrium geometry (ωB97M-V/def2-TZVPD, the OMol25 dataset).

Positions of all 9 atoms, in Å:
C -0.9169 0.7103 0.1730
H -1.3660 -0.2016 0.5106
H 1.4465 -1.2793 -0.9502
H -0.8125 0.4506 -0.9854
S 3.3372 0.4161 -0.1253
P 1.6439 -0.4668 0.1110
H -1.6350 1.4647 0.5345
H 1.5814 -1.4458 1.1559
C 0.2704 0.5372 0.9406

Calculated values
Orbital gap (eV): 7.63
Strongest force on any atom (eV/Å): 2.84
Electronic energy (Eh): -818.5758
Lowest unoccupied orbital energy (Eh): -0.0420

# C2H5S

2 unconnected molecules or ions with the total composition C2H5S (ωB97M-V/def2-TZVPD, the OMol25 dataset).

Positions of all 8 atoms, in Å:
C -1.4809 0.9650 -1.9219
H -1.7101 1.4958 -1.0029
H -0.3642 -0.5772 -0.9884
H -1.8390 1.4099 -2.8427
C -0.7600 -0.1405 -1.8983
H 1.5522 -0.1166 2.8088
H -0.5173 -0.6698 -2.8166
S 0.9651 -0.3933 1.6319

Calculated values
Orbital gap (eV): 6.53
Strongest force on any atom (eV/Å): 0.47
Charge: -1
Electronic energy (Eh): -477.3835
Lowest unoccupied orbital energy (Eh): 0.1510

# C2H6

A single C2H6 molecule (ωB97M-V/def2-TZVPD, the OMol25 dataset).

Positions of all 8 atoms, in Å:
H 0.8957 0.6265 -1.0957
C 0.1924 -0.1315 -0.7208
H -0.6702 -0.1214 -1.3816
H -0.8949 -0.6287 1.0770
H 0.6863 0.1241 1.3625
H -0.6863 1.1014 0.8512
C -0.1910 0.1349 0.7294
H 0.6681 -1.1052 -0.8221

Calculated values
Structure (SMILES): CC
Orbital gap (eV): 13.24
Strongest force on any atom (eV/Å): 0.51
Electronic energy (Eh): -79.7919
Lowest unoccupied orbital energy (Eh): 0.0488

# C2H6AlFO

A molecular structure, C2H6AlFO in a non-equilibrium geometry (ωB97M-V/def2-TZVPD, the OMol25 dataset).

Positions of all 11 atoms, in Å:
H -1.0849 0.3578 -1.5374
Al -1.4398 -1.9567 2.7674
H 0.9150 1.4878 -0.7419
C -0.4738 -0.2053 -0.7956
H 1.6186 0.0191 -0.0795
O -0.9389 -0.0946 0.4894
H -0.5609 -1.2686 -1.0182
H 1.4266 0.1978 -1.8468
H -0.8864 0.8375 0.7978
F 0.4526 0.2195 2.8412
C 0.9719 0.4057 -0.8765

Calculated values
Orbital gap (eV): 3.44
Strongest force on any atom (eV/Å): 3.74
Charge: +2
Electronic energy (Eh): -496.3160
Lowest unoccupied orbital energy (Eh): -0.6137

# C2H6AsF6N2O3S4SbTc

A molecular structure, C2H6AsF6N2O3S4SbTc in a non-equilibrium geometry (ωB97M-V/def2-TZVPD, the OMol25 dataset).

Positions of all 26 atoms, in Å:
As 10.9623 -0.5512 14.3993
F 3.7057 5.1314 8.6618
F 5.2062 5.0959 10.8854
Sb 4.2043 3.8441 9.8676
N 6.9407 0.9793 8.4668
H 10.4020 -0.4024 9.8493
F 5.8214 3.4351 9.0362
C 8.0700 0.9570 10.5506
N 7.9562 0.4400 9.2305
S 5.5535 2.1512 14.7576
H 6.4827 0.1189 8.1881
S 4.7659 4.5051 13.6312
Tc 6.1960 3.0563 12.9358
F 3.3279 2.0841 9.1980
S 9.0637 0.2012 14.4599
O 9.3820 0.8943 11.0859
O 7.1284 1.4345 11.1795
F 2.7102 4.3349 10.9526
H 8.8228 0.4636 8.6593
H 9.5579 -1.1000 11.3960
C 10.0902 -0.3469 10.8797
O 7.6584 3.5988 13.0647
F 5.0340 2.7097 11.3070
S 4.4117 3.7036 15.5645
H 10.9741 -0.0586 11.4776
H 6.2379 1.4616 9.1133

Calculated values
Orbital gap (spin up / spin down) (eV): 4.24 / 3.92
Strongest force on any atom (eV/Å): 6.03
Charge: +2
Electronic energy (Eh): -5163.1235
Lowest unoccupied orbital energy (spin up / spin down) (Eh): -0.3904 / -0.4023
Multiplicity: 2

# C2H6BNO

A single C2H6BNO molecule in a non-equilibrium geometry (ωB97M-V/def2-TZVPD, the OMol25 dataset).

Positions of all 11 atoms, in Å:
B -0.3900 1.0803 -0.9495
C -0.4154 -0.0379 1.0292
C 0.4071 -0.9305 0.1179
H 0.9907 -0.3488 -1.8095
H -1.3490 -0.5559 1.3361
H -0.0435 -1.9177 -0.0768
H 1.4646 -0.8654 0.5187
N 0.3937 0.0067 -1.1058
H 0.2059 0.2118 1.9602
O -0.7485 1.1168 0.4246
H -0.5157 2.2406 -1.4451

Calculated values
Structure (SMILES): B1NCCO1
Orbital gap (eV): 10.07
Strongest force on any atom (eV/Å): 4.82
Electronic energy (Eh): -234.6806
Lowest unoccupied orbital energy (Eh): 0.0270